# 1
{"formula": "C3H6NOS", "method": "ωB97M-V/def2-TZVPD", "orbital_gap_ev": 6.474, "total_charge": -1, "energy_ev": -17581.8746, "de_lowest_kcal_mol": 27.46, "smiles": "O=CNCC[S-]", "max_force_ev_per_a": 1.6, "symbols": ["O", "C", "N", "C", "C", "S", "H", "H", "H", "H", "H", "H"], "coordinates": [[-0.082, 2.637, -0.676], [0.675, 1.714, -0.917], [0.628, 0.443, -0.461], [-0.018, -0.021, 0.744], [-0.761, -1.365, 0.487], [0.455, -2.621, -0.025], [1.434, 1.866, -1.721], [0.509, -0.208, -1.237], [0.777, -0.133, 1.486], [-0.779, 0.681, 1.109], [-1.228, -1.728, 1.421], [-1.610, -1.264, -0.209]]}



# 2
{"formula": "C2H3N4O3S", "method": "ωB97M-V/def2-TZVPD", "orbital_gap_ev": 10.140, "total_charge": -1, "energy_ev": -25060.7913, "de_lowest_kcal_mol": 20.97, "max_force_ev_per_a": 3.0, "symbols": ["C", "C", "N", "N", "N", "N", "O", "O", "O", "S", "H", "H", "H"], "coordinates": [[-2.277, -1.083, 0.415], [-1.690, -0.001, -0.327], [-2.779, -2.007, 0.855], [2.981, -1.815, -0.182], [2.167, -1.058, -0.348], [1.257, -0.358, -0.634], [2.604, 1.378, 0.604], [0.614, 2.085, -0.656], [0.377, 0.907, 1.446], [1.214, 1.169, 0.289], [-0.866, -0.273, -1.068], [-2.508, 0.503, -0.879], [-1.095, 0.554, 0.483]]}



# 3
{"formula": "C36H83F3NbO", "method": "ωB97M-V/def2-TZVPD", "orbital_gap_ev": 7.074, "total_charge": -1, "energy_ev": -50422.9628, "max_force_ev_per_a": 2.2, "symbols": ["O", "C", "C", "Nb", "C", "C", "C", "F", "C", "F", "F", "H", "H", "H", "H", "H", "H", "H", "H", "H", "H", "H", "H", "H", "C", "C", "C", "C", "C", "C", "H", "H", "H", "H", "H", "H", "H", "H", "H", "H", "H", "H", "H", "H", "C", "C", "C", "C", "C", "C", "H", "H", "H", "H", "H", "H", "H", "H", "H", "H", "H", "H", "H", "H", "C", "C", "C", "C", "C", "C", "H", "H", "H", "H", "H", "H", "H", "H", "H", "H", "H", "H", "H", "H", "C", "C", "C", "C", "C", "C", "H", "H", "H", "H", "H", "H", "H", "H", "H", "H", "H", "H", "H", "H", "C", "C", "C", "C", "C", "C", "H", "H", "H", "H", "H", "H", "H", "H", "H", "H", "H", "H", "H", "H"], "coordinates": [[-1.293, 9.428, 0.668], [-0.807, 8.580, -0.381], [0.042, 7.414, 0.140], [-0.935, 5.378, -0.102], [-3.016, 6.141, 0.530], [-3.990, 6.372, -0.646], [-5.294, 7.016, -0.290], [-6.291, 6.849, -1.208], [-5.655, 7.642, 0.825], [-4.863, 8.259, 1.683], [-6.929, 7.788, 1.191], [-1.559, 8.842, 1.386], [-1.663, 8.247, -0.984], [-0.193, 9.220, -1.020], [0.331, 7.571, 1.187], [0.995, 7.372, -0.401], [-1.394, 5.633, -1.871], [0.682, 4.749, -0.697], [-0.514, 4.950, 1.649], [-1.627, 3.673, -0.219], [-2.904, 7.033, 1.147], [-3.423, 5.299, 1.104], [-3.502, 6.888, -1.478], [-4.265, 5.386, -1.038], [4.770, 2.916, 4.307], [3.504, 2.908, 5.159], [2.232, 2.674, 4.347], [1.926, 3.735, 3.290], [1.795, 5.162, 3.816], [0.647, 5.342, 4.803], [4.759, 3.730, 3.580], [5.659, 3.042, 4.928], [4.874, 1.976, 3.759], [3.430, 3.846, 5.715], [3.590, 2.115, 5.909], [1.385, 2.589, 5.036], [2.308, 1.702, 3.846], [0.998, 3.465, 2.779], [2.702, 3.716, 2.520], [1.627, 5.823, 2.963], [2.733, 5.487, 4.279], [-0.299, 5.048, 4.343], [0.560, 6.385, 5.112], [0.790, 4.744, 5.707], [6.261, -2.047, 0.821], [4.816, -2.479, 0.594], [3.837, -1.311, 0.485], [3.736, -0.439, 1.736], [3.344, -1.190, 3.007], [1.967, -1.842, 2.927], [6.380, -1.515, 1.766], [6.926, -2.912, 0.847], [6.601, -1.389, 0.018], [4.506, -3.156, 1.396], [4.761, -3.058, -0.332], [2.847, -1.703, 0.234], [4.130, -0.679, -0.358], [3.004, 0.352, 1.549], [4.689, 0.072, 1.905], [3.349, -0.480, 3.839], [4.094, -1.948, 3.251], [1.197, -1.098, 2.710], [1.710, -2.322, 3.873], [1.927, -2.608, 2.150], [1.149, -5.820, 0.471], [2.598, -5.850, -0.006], [2.807, -5.177, -1.361], [2.055, -5.821, -2.527], [2.371, -7.297, -2.757], [3.833, -7.561, -3.107], [0.491, -6.373, -0.202], [1.057, -6.270, 1.461], [0.782, -4.794, 0.535], [2.954, -6.884, -0.038], [3.223, -5.337, 0.731], [3.877, -5.158, -1.584], [2.499, -4.130, -1.284], [2.286, -5.262, -3.439], [0.978, -5.709, -2.374], [1.745, -7.660, -3.576], [2.094, -7.887, -1.879], [4.126, -7.003, -4.000], [3.991, -8.622, -3.307], [4.502, -7.277, -2.293], [3.467, -9.094, -7.037], [3.020, -7.664, -7.324], [1.566, -7.390, -6.947], [0.530, -8.222, -7.705], [0.583, -8.084, -9.225], [0.313, -6.666, -9.717], [2.905, -9.821, -7.625], [4.523, -9.220, -7.281], [3.336, -9.337, -5.980], [3.188, -7.434, -8.380], [3.656, -6.978, -6.759], [1.357, -6.327, -7.095], [1.439, -7.573, -5.876], [-0.467, -7.935, -7.356], [0.645, -9.278, -7.441], [-0.162, -8.757, -9.659], [1.552, -8.424, -9.601], [-0.662, -6.314, -9.374], [0.316, -6.626, -10.808], [1.069, -5.964, -9.362], [-5.918, 5.279, 3.908], [-6.186, 3.981, 3.155], [-7.536, 3.960, 2.440], [-8.753, 4.082, 3.359], [-8.851, 3.008, 4.441], [-8.979, 1.593, 3.885], [-6.640, 5.440, 4.712], [-4.924, 5.259, 4.357], [-5.964, 6.135, 3.233], [-6.106, 3.134, 3.844], [-5.402, 3.841, 2.407], [-7.612, 3.041, 1.851], [-7.565, 4.782, 1.717], [-9.658, 4.048, 2.743], [-8.753, 5.066, 3.835], [-9.725, 3.223, 5.064], [-7.984, 3.063, 5.105], [-9.853, 1.508, 3.236], [-9.090, 0.867, 4.692], [-8.099, 1.308, 3.307]]}



Copy entry 2 word for word.
{"formula": "C2H3N4O3S", "method": "ωB97M-V/def2-TZVPD", "orbital_gap_ev": 10.140, "total_charge": -1, "energy_ev": -25060.7913, "de_lowest_kcal_mol": 20.97, "max_force_ev_per_a": 3.0, "symbols": ["C", "C", "N", "N", "N", "N", "O", "O", "O", "S", "H", "H", "H"], "coordinates": [[-2.277, -1.083, 0.415], [-1.690, -0.001, -0.327], [-2.779, -2.007, 0.855], [2.981, -1.815, -0.182], [2.167, -1.058, -0.348], [1.257, -0.358, -0.634], [2.604, 1.378, 0.604], [0.614, 2.085, -0.656], [0.377, 0.907, 1.446], [1.214, 1.169, 0.289], [-0.866, -0.273, -1.068], [-2.508, 0.503, -0.879], [-1.095, 0.554, 0.483]]}



Please write out number 1 again, unchanged.
{"formula": "C3H6NOS", "method": "ωB97M-V/def2-TZVPD", "orbital_gap_ev": 6.474, "total_charge": -1, "energy_ev": -17581.8746, "de_lowest_kcal_mol": 27.46, "smiles": "O=CNCC[S-]", "max_force_ev_per_a": 1.6, "symbols": ["O", "C", "N", "C", "C", "S", "H", "H", "H", "H", "H", "H"], "coordinates": [[-0.082, 2.637, -0.676], [0.675, 1.714, -0.917], [0.628, 0.443, -0.461], [-0.018, -0.021, 0.744], [-0.761, -1.365, 0.487], [0.455, -2.621, -0.025], [1.434, 1.866, -1.721], [0.509, -0.208, -1.237], [0.777, -0.133, 1.486], [-0.779, 0.681, 1.109], [-1.228, -1.728, 1.421], [-1.610, -1.264, -0.209]]}